C10H17N3O6 as an isolated structure at a distorted geometry, computed with wB97M-V/def2-TZVPD.

The charge is 0. The LUMO energy comes out at 0.2 eV. For the gap between HOMO and LUMO, the calculation gives 9.53 eV.

Positions of all 36 atoms, in Å:
O: 3.77194 -2.36905 -0.93937
O: 5.42219 -2.16240 0.43024
O: 2.59501 2.88210 -1.88151
O: -0.17736 1.82291 1.69866
O: -4.38628 0.32963 -1.52220
O: 1.34694 3.66164 -0.14319
N: 0.81273 0.53992 0.04306
N: -5.56915 -1.08360 -0.26537
N: -2.50938 0.67637 1.53655
C: 2.04807 1.31015 -0.01640
C: -4.38952 -0.51548 -0.65810
C: 1.98003 2.70475 -0.80780
C: -1.83057 -0.69615 -0.34599
C: -0.16593 0.91448 0.90958
C: 3.19651 0.34797 -0.47474
C: 3.61562 -0.64223 0.74013
C: -1.43658 0.00478 0.86485
C: -3.12767 -1.41405 -0.46389
C: 4.37129 -1.77268 0.05110
H: 4.19669 -0.11930 1.52666
H: -1.75408 0.11822 -1.12765
H: -5.46754 -1.58931 0.69417
H: 4.08857 0.90463 -1.21774
H: -1.19828 -0.96051 1.46948
H: 2.16457 1.67238 0.94537
H: 2.68710 -0.40191 -1.31619
H: 4.60276 -2.85792 -1.39275
H: -6.50631 -0.61942 -0.26684
H: -1.87483 1.83476 1.79347
H: -1.02992 -1.35164 -0.79616
H: 0.65141 -0.29815 -0.46822
H: 2.57932 -1.07693 1.08165
H: 0.91310 3.25514 0.68961
H: -3.37848 0.93415 0.66501
H: -3.12954 -2.22971 0.42121
H: -3.11242 -1.75352 -1.45670



A 2-piece molecular cluster, C5H4OS overall at a distorted geometry, computed with wB97M-V/def2-TZVPD.

The charge is 0. The LUMO energy (alpha / beta) comes out at -2.2 / -2.1 eV. For the gap between HOMO and LUMO (alpha / beta), the calculation gives 7.22 / 7.58 eV.

Positions of all 11 atoms, in Å:
S: -2.42513 -0.66910 0.44875
O: -3.24760 -1.20817 -0.67334
C: -1.64398 -1.99745 1.24448
C: 1.87155 2.04974 -0.95630
C: 0.69045 1.23694 -0.64459
C: -1.24581 -2.96818 1.82044
C: -0.11966 0.40182 -0.35309
H: -0.73279 -3.81122 2.15256
H: 2.21683 2.77806 -0.06668
H: 1.77163 2.63284 -1.94107
H: 2.86452 1.55473 -1.03116



A 13-piece molecular cluster, C57H72F6O7 overall at a distorted geometry, computed with wB97M-V/def2-TZVPD.

The charge is 0. The LUMO energy comes out at 0.3 eV. For the gap between HOMO and LUMO, the calculation gives 9.34 eV.

Positions of all 142 atoms, in Å:
F: -1.64472 1.30496 -0.93704
F: 5.33291 0.34529 -0.58867
F: -3.83734 0.07069 -5.63946
F: 1.26033 -7.00241 1.54770
F: -1.89802 2.68665 1.54545
F: -2.12762 -0.70465 3.61825
O: -6.02538 4.52106 -0.87269
O: 2.98911 2.61397 -3.07567
O: 2.70237 -5.37413 -1.29149
O: 0.58878 3.06219 -7.18162
O: 0.26033 -1.37149 -3.66576
O: -4.18584 -2.24021 1.97567
O: 3.06829 -0.28337 4.08603
C: 0.77501 1.36347 -5.52120
C: -1.63393 -0.23254 7.19595
C: 0.24360 -3.26137 2.88475
C: 1.34107 2.42514 -6.48131
C: -2.01315 -2.14308 -3.48726
C: -2.88441 -0.53371 7.70677
C: -3.35435 2.25788 -6.31093
C: -0.74981 -4.20754 2.53579
C: 3.97916 2.98893 -2.47820
C: 1.91849 -4.84924 2.29024
C: -2.69922 3.44708 -6.03561
C: -2.84293 1.53905 -4.03763
C: -2.54424 1.96508 5.08701
C: -2.18242 2.74932 -3.79894
C: -3.63373 -1.50482 -0.20350
C: -0.39390 -5.47034 2.11444
C: -5.44289 2.64907 -2.29846
C: 1.69823 -0.18515 0.95000
C: 5.71931 -3.50883 0.76990
C: -2.40250 4.18448 3.31127
C: 0.39973 -5.60378 -1.61803
C: -4.60804 0.07812 1.60311
C: -0.55646 0.80473 -0.31302
C: 5.94835 -1.13141 1.11763
C: 5.22581 3.47703 -3.14174
C: -2.26475 1.81182 3.71458
C: 4.19542 1.60356 3.03335
C: -2.80523 3.25879 5.49706
C: -1.40991 -0.22131 5.82839
C: -4.15452 -1.32155 1.18476
C: 1.73345 0.06336 -0.41894
C: 2.84831 2.68174 -6.44264
C: -2.18100 2.88804 2.84430
C: -0.36363 -2.98245 -5.25834
C: -0.62058 0.40960 1.03470
C: -5.23889 3.63910 -1.15154
C: 5.26630 -3.28819 -0.53317
C: 0.54233 -0.04463 1.67423
C: 6.05252 -2.42171 1.60119
C: 5.42449 -0.93704 -0.15460
C: 5.13395 -1.97358 -1.00259
C: 0.61388 0.61493 -1.02693
C: 3.94322 2.96640 -0.99766
C: -3.88159 -0.92803 6.80295
C: -4.02158 3.39526 -0.31300
C: -2.77838 4.34362 4.63897
C: -3.35435 1.29851 -5.30264
C: 0.94712 -5.75928 1.96192
C: -2.11232 3.70018 -4.81420
C: 1.64055 -4.78224 -1.33278
C: 3.80162 0.68009 4.17615
C: -2.37527 -0.62254 4.93584
C: 4.29488 1.09835 5.55729
C: -0.63871 -2.05108 -4.09745
C: 1.50620 -3.29403 -1.22928
C: 1.58936 -3.56301 2.76747
C: -3.57691 -1.05571 5.45046
H: 6.18385 -0.26933 1.72645
H: -3.46862 -2.56514 -0.38081
H: 3.10947 3.24280 -5.54557
H: -1.07659 -6.28339 1.90382
H: -2.67720 4.23375 -6.77835
H: 4.95236 -4.13018 -1.13324
H: -4.86462 -1.18765 7.16868
H: -4.53617 0.15071 2.68575
H: -4.49075 -1.18429 -0.80743
H: 3.62920 2.51581 3.23109
H: 5.52570 4.41873 -2.67917
H: 5.13789 3.67780 -4.21000
H: 3.12155 3.30902 -7.28982
H: -2.36831 4.99436 2.59540
H: -4.32153 -1.55235 4.83983
H: -5.66454 0.16404 1.33934
H: -1.92365 -1.75305 -2.47331
H: -3.87209 4.24758 0.34768
H: -0.49748 -5.05117 -1.33459
H: 5.88485 -4.50930 1.14404
H: 0.50420 -0.25696 2.73255
H: 3.84882 3.98065 -0.60273
H: 5.26367 1.80083 3.12452
H: -4.28629 2.57567 0.36234
H: 0.71150 0.94044 -2.05471
H: -2.67092 -1.63573 -4.19419
H: -3.03970 -0.49616 8.77569
H: -4.81910 1.77545 -2.13555
H: 4.77492 -1.76318 -2.00130
H: 4.10244 0.31531 6.28721
H: -0.84282 0.09830 7.85476
H: -1.57062 0.51950 1.53995
H: -2.98121 5.37156 4.90638
H: 5.35432 1.33609 5.46966
H: 2.66522 -0.08779 -0.94541
H: -6.47924 2.31270 -2.37229
H: -0.38488 -0.02234 5.53653
H: 3.15021 2.31500 -0.64017
H: 2.01847 -2.79756 -2.05167
H: -2.04858 0.81022 3.36126
H: 1.10596 1.63307 -4.51811
H: -0.13106 -2.29362 3.18447
H: 3.34913 1.71452 -6.42569
H: 0.45575 -6.53374 -1.05364
H: 1.90520 -2.96202 -0.26793
H: -3.14685 3.10635 -0.88992
H: 2.57554 -0.58182 1.44743
H: 1.03711 0.34987 -5.82226
H: 3.96733 1.21941 2.04249
H: -2.90726 0.77280 -3.27690
H: -1.21435 -3.56718 -5.60558
H: -3.71431 2.05769 -7.30896
H: 6.44663 -2.56964 2.59697
H: 0.39936 -3.72364 -5.01243
H: 0.31451 -5.86180 -2.67442
H: -2.51753 1.09962 5.73121
H: 3.68407 1.94152 5.88602
H: 2.35236 -2.82868 2.98370
H: -0.31185 1.43152 -5.56495
H: -1.85482 2.95055 -2.78873
H: -2.77400 -0.87912 -0.43225
H: 0.45544 -3.00917 -1.18450
H: -1.77229 -3.90180 2.71391
H: -1.60074 4.62215 -4.57484
H: -5.31234 3.20353 -3.22907
H: -2.30567 -3.18478 -3.34897
H: 0.06055 -2.35603 -6.04503
H: 2.96467 -5.11097 2.19297
H: 4.87932 2.58642 -0.58375
H: -4.03028 0.83113 1.06758
H: 6.01734 2.72776 -3.08592
H: -2.97661 3.42225 6.55494



An isolated ion of composition C3H3N2S and charge +1 at a distorted geometry, computed with wB97M-V/def2-TZVPD.

The charge is +1. The LUMO energy (alpha / beta) comes out at -8.7 / -8.7 eV. For the gap between HOMO and LUMO (alpha / beta), the calculation gives 5.64 / 5.55 eV.

Positions of all 9 atoms, in Å:
S: -2.61759 0.04656 0.05908
N: 1.09306 -1.00303 0.00629
N: -0.15424 1.15983 0.04487
C: 1.59625 0.06779 -0.12437
C: -0.93266 0.10971 -0.04081
C: -0.26667 -1.19170 0.06386
H: -0.29109 2.13298 0.01343
H: 2.31237 0.83001 0.09999
H: -0.73943 -2.15216 -0.12233



A 2-piece molecular cluster, C3H4F2N2 overall at a distorted geometry, computed with wB97M-V/def2-TZVPD.

The charge is 0. The LUMO energy (alpha / beta) comes out at -1.1 / -1.0 eV. For the gap between HOMO and LUMO (alpha / beta), the calculation gives 9.47 / 8.49 eV.

Positions of all 11 atoms, in Å:
F: -2.54524 -1.29520 -1.03050
F: -3.48592 -0.76513 0.81380
N: -1.39128 2.73831 -0.83115
N: -2.88539 -0.19983 -0.30720
C: -1.15584 0.73779 0.76331
C: 0.03177 -0.09382 0.75412
C: -1.18803 1.83991 -0.13602
H: -0.00528 -0.77105 1.56333
H: -1.75234 0.94739 1.68396
H: 1.00794 0.46642 0.89366
H: 0.22505 -0.77792 -0.10200



The molecule C14H23NO, computed with wB97M-V/def2-TZVPD.

The charge is 0. The LUMO energy comes out at 0.9 eV. For the gap between HOMO and LUMO, the calculation gives 9.26 eV.

Positions of all 39 atoms, in Å:
O: -3.21852 -0.66727 -0.04658
N: 2.06377 -0.45600 -1.45902
C: -2.83332 0.35074 0.77204
C: -3.44675 1.57787 0.50639
C: 5.02806 -0.35049 -1.47733
C: -2.26626 2.59821 2.32724
C: 2.84122 -0.74200 -0.26810
C: -1.66077 1.38574 2.59739
C: 6.29356 0.49377 -1.55417
C: -3.16518 2.68678 1.27563
C: -1.93633 0.26508 1.83149
C: -2.58116 -1.92740 -0.02035
C: -1.42332 -2.01944 -1.02052
C: -0.21441 -1.17100 -0.63895
C: 4.15068 0.04491 -0.29296
C: 0.91263 -1.30358 -1.67620
H: 1.78100 0.51966 -1.45550
H: -1.44257 -0.66261 2.07499
H: 3.06066 -1.81414 -0.27025
H: 2.30203 -0.50809 0.66647
H: 6.04437 1.54626 -1.67142
H: -0.96043 1.30172 3.41590
H: -2.04197 3.46568 2.92898
H: -3.36170 -2.63683 -0.31558
H: 4.68829 -0.13041 0.64157
H: 3.92322 1.11200 -0.35233
H: 0.51552 -1.05968 -2.66653
H: -1.79295 -1.70232 -1.99796
H: -3.64787 3.62694 1.05301
H: 4.44585 -0.23517 -2.39214
H: 6.88408 0.38236 -0.64676
H: 0.15838 -1.48602 0.33822
H: 5.29873 -1.40446 -1.38557
H: 1.26469 -2.33962 -1.70116
H: -1.12418 -3.06726 -1.09527
H: -4.14482 1.62916 -0.31456
H: -2.24625 -2.19160 0.98747
H: 6.90544 0.19052 -2.40048
H: -0.50772 -0.12017 -0.56864



C4H9N2O2 as an isolated structure at a distorted geometry, computed with wB97M-V/def2-TZVPD.

The charge is 0. The LUMO energy (alpha / beta) comes out at -2.8 / -3.6 eV. Its spin multiplicity is 2. The expectation value of S² is 0.812. For the gap between HOMO and LUMO (alpha / beta), the calculation gives 5.82 / 5.03 eV.

Positions of all 17 atoms, in Å:
O: -2.56836 0.44213 0.84885
O: -1.90289 -0.78140 -0.94497
N: -0.40448 0.51295 0.18136
N: 2.54540 0.16826 1.20865
C: 1.71970 -0.71440 0.63548
C: -1.80986 0.00179 -0.00245
C: 1.37317 0.59152 -1.54125
C: 0.68136 -0.20000 -0.38591
H: -0.22165 1.13143 0.96419
H: 2.42433 0.35039 -1.57441
H: 0.26570 -1.08635 -0.81440
H: 0.07345 -0.65698 1.99728
H: 0.72112 -0.83396 1.50950
H: 1.20658 1.63240 -1.30792
H: 2.01400 -1.74690 0.43369
H: 3.43457 0.23714 0.70202
H: 0.79915 0.39185 -2.43189



C37H41IN3O2PSe2W as an isolated structure, computed with wB97M-V/def2-TZVPD.

The charge is 0. The LUMO energy comes out at -0.4 eV. For the gap between HOMO and LUMO, the calculation gives 6.30 eV.

Positions of all 88 atoms, in Å:
W: -0.42054 0.00438 -0.32978
I: -0.63816 1.95826 -2.50068
Se: -0.72012 2.48730 0.69503
Se: 1.20026 -0.00145 1.86512
P: 1.95885 0.47011 -1.08526
O: -1.66488 0.23235 3.63635
O: 1.07475 4.21145 4.21342
N: -1.59416 -1.50470 1.26296
N: -2.97422 0.43843 0.05434
N: -1.20855 -0.99203 -1.54173
C: -3.69600 -0.54188 0.58347
C: 3.36763 4.05996 0.22600
C: -3.60283 1.43574 -0.56219
C: 4.80859 2.35991 1.13297
C: 2.34701 -1.22449 -0.69239
C: 0.90968 -3.06769 -0.27410
C: 2.00856 -3.91037 -0.41186
C: -3.20021 -1.04417 -2.95338
C: -3.58058 -2.38601 2.25457
C: -1.07368 -2.13196 -3.67688
C: -0.65125 0.89598 4.38712
C: 3.56128 1.41950 -3.21689
C: 1.06263 -1.68793 -0.38231
C: 0.35141 3.09439 4.69393
C: 3.27438 -3.40951 -0.69900
C: -5.07776 -0.60765 0.43789
C: 1.91132 -0.24208 -3.74506
C: 3.40087 0.53927 -5.45379
C: -1.00002 2.71696 2.62928
C: -1.47263 -3.26025 2.89293
C: 2.60835 3.08445 -0.40759
C: -2.92919 -1.52526 1.37855
C: -0.89753 -2.35544 2.01808
C: 2.35162 -0.28146 -5.05413
C: -5.72702 0.40812 -0.24104
C: -0.01956 2.06356 3.60783
C: 4.46576 3.69983 0.99369
C: 3.44778 -2.04351 -0.87300
C: -1.95686 -1.80168 -2.47050
C: 4.04911 1.38144 0.51117
C: 4.00011 1.38626 -4.53665
C: -2.38416 -3.11420 -1.80217
C: 2.50952 0.60566 -2.81766
C: -4.97719 1.46407 -0.73199
C: 1.27386 1.64716 2.90501
C: -2.84794 -3.27278 3.01973
C: 2.94801 1.74391 -0.25866
H: 1.86063 3.89796 3.75232
H: -1.51760 -3.73627 -1.58168
H: -2.93245 -2.93004 -0.87884
H: 4.11075 -4.08679 -0.81359
H: -2.91697 -0.06872 -3.34744
H: -5.64211 -1.43775 0.83646
H: 0.13635 0.18590 4.66625
H: -3.69429 -1.61565 -3.74263
H: 5.05469 4.46355 1.48592
H: 2.05080 1.43655 3.64762
H: 4.28861 0.33446 0.64882
H: 5.66264 2.07646 1.73471
H: 1.62287 2.43896 2.23925
H: 4.81589 2.02881 -4.84203
H: 3.09101 5.10123 0.12351
H: -5.43751 2.29423 -1.24850
H: -3.34381 -3.95041 3.70252
H: 4.40686 -1.63053 -1.16310
H: -2.02586 2.44661 2.87180
H: -0.05998 -3.50646 -0.07632
H: -0.12846 -2.57117 -3.35337
H: -3.91517 -0.90194 -2.14257
H: -4.65488 -2.34711 2.35136
H: 0.17366 -2.30580 1.93698
H: -2.97564 2.23820 -0.92382
H: -0.56504 3.50005 5.12845
H: 0.90757 2.58784 5.49617
H: -6.80053 0.37851 -0.37308
H: -0.88281 -1.23480 -4.26623
H: -0.90238 3.79904 2.71970
H: -1.59047 -2.85099 -4.31555
H: 1.08588 -0.86142 -3.42762
H: 4.04320 2.08530 -2.51344
H: -0.83662 -3.92197 3.46346
H: 1.74526 3.36267 -0.99870
H: -1.09495 1.28966 5.31076
H: -3.03878 -3.66653 -2.47943
H: 1.87367 -0.94447 -5.76426
H: 1.87355 -4.98057 -0.30778
H: -2.17008 -0.31582 4.24259
H: 3.74615 0.51730 -6.47944



An isolated ion of composition C5H11N3 and charge +2 at a distorted geometry, computed with wB97M-V/def2-TZVPD.

The charge is +2. The LUMO energy comes out at -10.7 eV. For the gap between HOMO and LUMO, the calculation gives 6.94 eV.

Positions of all 19 atoms, in Å:
N: 0.11941 2.76696 0.89425
N: -0.09863 -2.68540 -0.98992
N: 0.12119 -0.60698 0.04288
C: -0.25801 0.44786 0.40262
C: -0.75212 1.70255 0.55222
C: 1.87276 -2.28340 0.54824
C: -1.50425 1.87171 -0.91553
C: 0.56296 -1.87152 -0.23538
H: 0.24374 -3.60016 -1.14361
H: -1.45140 1.64722 1.44912
H: 1.97196 -1.86722 1.55108
H: 0.85298 2.60433 1.49601
H: 2.75077 -1.97838 0.04160
H: -0.34933 3.66048 1.18756
H: 1.93135 -3.31201 0.48154
H: -2.20994 1.10896 -1.08479
H: -0.83045 -2.45490 -1.69095
H: -0.91126 1.99297 -1.77484
H: -2.06174 2.85692 -0.81211



The molecule C4H4OS at a distorted geometry, computed with wB97M-V/def2-TZVPD.

The charge is 0. The LUMO energy comes out at 0.6 eV. For the gap between HOMO and LUMO, the calculation gives 9.43 eV.

Positions of all 10 atoms, in Å:
S: -0.90344 1.41040 1.55866
O: -0.75531 0.03646 -0.55699
C: 1.31394 -1.07999 -1.19777
C: -0.59180 0.12263 0.69786
C: -0.12880 -1.01422 -1.32303
C: 2.47115 -1.09855 -1.03979
H: 3.46640 -0.93814 -0.97193
H: -0.31057 -0.83381 1.07754
H: -0.62409 -1.93666 -1.00541
H: -0.42108 -0.72867 -2.40652